Entry 1:
This record from OMol25 describes a cluster of 2 separate species, C4H5NO2 in total in a non-equilibrium geometry. The level of theory is ωB97M-V/def2-TZVPD.

Summary:
LUMO energy   -0.0056 Ha
Kohn-Sham gap   10.902 eV
Largest force on an atom   3.64 eV/A
SMILES   C#C[C@H](O)C#N.O
Energy above the lowest of the compared OMol25 structures with the same formula, charge and spin   374.43 kJ/mol
HOMO energy   -0.4063 Eh

Geometry as XYZ:
```
12
C4H5NO2 (ωB97M-V/def2-TZVPD)
C -0.5693 -1.2072 -1.7067
C -0.1154 -0.2489 -1.1494
C 0.6050 0.7372 -0.3236
O 0.4973 0.5424 1.0626
C 0.2437 2.1873 -0.6408
N 0.1561 3.0790 -1.4033
H -1.1338 -2.0682 -1.9495
H 1.6551 0.7085 -0.6206
H 0.7306 1.2622 1.6516
O -0.8316 -2.0456 1.8423
H -0.2174 -1.8396 1.0691
H -1.0203 -1.1071 2.1683
```

***

Entry 2:
This record from OMol25 describes the molecule C4H5NO2S in a non-equilibrium geometry. The level of theory is ωB97M-V/def2-TZVPD.

Summary:
LUMO energy   -0.0001 Ha
Kohn-Sham gap   9.545 eV
Largest force on an atom   6.03 eV/A
SMILES   O=C/C=C\S/C=N\O
Energy above the lowest of the compared OMol25 structures with the same formula, charge and spin   518.49 kJ/mol
HOMO energy   -0.3509 Eh

Geometry as XYZ:
```
13
C4H5NO2S (ωB97M-V/def2-TZVPD)
O 4.0485 -0.1200 0.2622
C 2.8707 -0.1834 0.3411
C 1.9244 0.8546 -0.2401
C 0.6210 0.6545 -0.4075
S -0.4270 -0.7603 -0.0758
C -2.0950 -0.2198 -0.8600
N -3.0433 0.2357 -0.1901
O -3.0423 0.4773 1.0989
H 2.3647 -1.1267 0.7043
H 2.2717 1.7623 -0.6003
H -0.0587 1.3709 -0.9477
H -2.1563 -0.6220 -1.8845
H -2.2629 -0.3633 1.3830
```

***

Entry 3:
This record from OMol25 describes a structure of composition C4H5NO2S in a non-equilibrium geometry. The level of theory is ωB97M-V/def2-TZVPD.

Summary:
LUMO energy   -0.0584 Ha
Kohn-Sham gap   7.802 eV
Largest force on an atom   9.21 eV/A
Energy above the lowest of the compared OMol25 structures with the same formula, charge and spin   758.90 kJ/mol
HOMO energy   -0.3451 Eh

Geometry as XYZ:
```
13
C4H5NO2S (ωB97M-V/def2-TZVPD)
C 0.5780 -0.4768 0.3497
C -0.8459 -0.7406 0.2622
C -1.8569 0.4365 0.1937
C -1.1615 1.7302 -0.3980
H 2.5653 -0.2713 1.1589
H 1.3928 -1.8625 -0.8273
H -2.8812 0.2270 0.3247
H -1.8499 2.4587 -0.8954
H -0.0030 2.0322 -0.6530
N 1.6087 -0.8971 -0.7967
O 2.8261 -0.6979 0.0083
O 0.8809 0.3735 1.1552
S -1.2533 -2.3119 0.1176
```